DFT (the ωB97M-V functional and the def2-TZVPD basis) results for C18H12ClN4O6V as an isolated structure.

ORCA input file:
```
! wB97M-V def2-TZVPD RIJCOSX def2/J DEFGRID3
* xyz -1 4
V 0.166 0.234 0.463
O 2.435 -1.619 -2.420
C 1.755 -1.225 -1.464
N 0.844 -0.266 -1.375
C 0.549 0.719 -2.332
C 1.151 0.839 -3.580
C 0.789 1.879 -4.433
C -0.172 2.799 -4.054
C -0.785 2.701 -2.807
C -0.434 1.679 -1.936
N -0.979 1.464 -0.668
C -2.240 1.647 -0.300
O -3.133 2.370 -0.749
C -2.601 0.633 0.787
C -3.841 0.670 1.407
C -4.198 -0.347 2.273
C -3.305 -1.388 2.479
C -2.087 -1.355 1.823
N -1.731 -0.370 0.999
C 1.993 -1.919 -0.112
C 2.905 -2.963 -0.043
C 3.166 -3.549 1.183
C 2.524 -3.066 2.316
C 1.638 -2.014 2.172
N 1.367 -1.462 0.989
H 1.890 0.108 -3.871
H 1.268 1.963 -5.402
H -0.451 3.603 -4.725
H -1.540 3.407 -2.493
H -4.490 1.502 1.168
H -5.157 -0.336 2.776
H -3.541 -2.216 3.133
H -1.354 -2.144 1.954
H 3.384 -3.269 -0.962
H 3.873 -4.366 1.261
H 2.714 -3.481 3.296
H 1.133 -1.571 3.023
O 0.684 3.394 1.657
Cl 1.312 2.188 2.061
O 2.252 2.403 3.103
O 1.949 1.525 0.919
O 0.299 1.199 2.485
*
```

Results
- Kohn-Sham gap (spin up / spin down): 5.87 / 6.98 eV
- Total energy: -75314.5408 eV

natural (NBO) atomic charge list, values in e, 4 entries: 1.11, -0.68, 0.61, -0.67